No. 1
11 unconnected molecules or ions with the total composition C19H60O11 at a distorted geometry, computed with ωB97M-V/def2-TZVPD.

Properties
SMILES = CCO.CCO.CCO.CCO.CCO.CCO.CCO.CCO.CO.CO.CO
gap between HOMO and LUMO = 0.376 Eh
electronic energy = -43192.798 eV
LUMO = 0.16 eV
energy above the lowest of the compared OMol25 structures with the same formula, charge and spin = 5.7411 eV

```
90
Properties=species:S:1:pos:R:3:lowdin_charge:R:1
C -2.97692 5.57519 4.15659 -0.180
O -1.70249 6.04180 3.81576 -0.124
H -3.61145 6.44842 4.30808 0.074
H -3.44289 5.00291 3.35442 0.072
H -2.92009 4.99199 5.07570 0.082
H -1.73842 6.68987 3.10843 0.076
C 0.06757 -2.30077 5.35119 -0.151
O 0.53717 -3.19373 6.37018 -0.134
H 0.03691 -1.28693 5.75031 0.077
H 0.67066 -2.32379 4.44353 0.074
H -0.93364 -2.67123 5.13108 0.068
H 0.84931 -3.98687 5.92849 0.063
C 4.92965 -3.18939 -1.75518 -0.170
O 3.86328 -3.81816 -2.46955 -0.115
H 5.15912 -3.59154 -0.76840 0.070
H 5.87766 -3.18667 -2.29309 0.070
H 4.72585 -2.13057 -1.59563 0.075
H 4.10498 -4.73625 -2.61201 0.069
C -5.53083 1.39111 -5.10572 -0.076
C -6.14860 1.86882 -3.75130 -0.321
O -6.90562 0.84825 -3.15332 -0.082
H -5.04931 0.42312 -4.96706 0.066
H -4.71943 2.05017 -5.41454 0.065
H -6.22210 1.26766 -5.93939 0.066
H -6.75585 2.77025 -3.83359 0.102
H -5.31778 2.11694 -3.09079 0.100
H -6.81454 0.94925 -2.20300 0.079
C -1.26146 -3.54375 -5.83675 -0.062
C -1.68319 -4.40500 -4.59118 -0.377
O -2.37206 -5.48846 -4.99400 -0.063
H -0.76905 -2.64206 -5.47259 0.064
H -2.12885 -3.27539 -6.43982 0.070
H -0.53394 -4.12184 -6.40652 0.067
H -2.37525 -3.83004 -3.97590 0.104
H -0.84695 -4.70456 -3.95946 0.106
H -2.82644 -5.78633 -4.20254 0.092
C 1.28037 -6.44505 1.64761 -0.093
C 2.12791 -7.25083 2.54703 -0.379
O 2.17711 -6.61605 3.78994 -0.073
H 0.31676 -6.34080 2.14631 0.082
H 1.18497 -6.95458 0.68877 0.079
H 1.78186 -5.50549 1.41559 0.081
H 3.14056 -7.26949 2.14419 0.107
H 1.85309 -8.30102 2.64539 0.113
H 2.65806 -7.18147 4.39869 0.085
C -1.49553 0.73139 -0.70667 -0.107
C -0.19294 0.02804 -0.42746 -0.332
O 0.84828 0.98803 -0.42712 -0.077
H -2.31108 0.03894 -0.91521 0.070
H -1.27388 1.33652 -1.58575 0.074
H -1.85889 1.34940 0.11439 0.072
H -0.04894 -0.76999 -1.15582 0.113
H -0.33319 -0.34053 0.58870 0.106
H 0.99231 1.24938 0.48532 0.081
C 3.94448 1.63365 4.95410 -0.087
C 3.07463 2.88758 4.95130 -0.318
O 1.96553 2.60566 4.11779 -0.099
H 4.92897 1.93902 5.30857 0.066
H 4.18974 1.21834 3.97663 0.075
H 3.58716 0.87259 5.64781 0.071
H 3.60757 3.69529 4.44963 0.106
H 2.70824 3.18932 5.93254 0.111
H 1.43169 3.40084 4.05221 0.076
C 3.71218 2.62243 -6.44327 -0.090
C 3.21865 2.08538 -5.11191 -0.362
O 2.26182 2.94455 -4.58657 -0.065
H 4.54399 2.05493 -6.86056 0.072
H 4.04445 3.65647 -6.35123 0.072
H 2.89555 2.70198 -7.16083 0.072
H 4.08377 2.00524 -4.45371 0.107
H 2.78248 1.09066 -5.20359 0.109
H 2.18727 2.59062 -3.69731 0.082
C -5.68735 -2.50918 3.10222 -0.094
C -5.98112 -3.34482 4.35003 -0.347
O -7.23052 -2.99354 4.85279 -0.063
H -4.66918 -2.73995 2.78892 0.065
H -5.63668 -1.45217 3.36353 0.071
H -6.35250 -2.66500 2.25287 0.071
H -5.19537 -3.01298 5.02868 0.102
H -5.77971 -4.41161 4.25260 0.109
H -7.06482 -2.56986 5.69814 0.085
C 4.38515 6.35542 -0.57240 -0.092
C 4.13474 7.58197 -1.41783 -0.326
O 3.85838 8.68920 -0.57411 -0.097
H 4.46499 5.53631 -1.28709 0.069
H 3.52880 6.21007 0.08612 0.077
H 5.34154 6.35750 -0.04952 0.073
H 3.25320 7.42071 -2.03830 0.108
H 5.02132 7.89421 -1.96973 0.111
H 4.35908 9.49030 -0.74481 0.077
```

***

No. 2
A single C2H4N2O2 molecule, computed with ωB97M-V/def2-TZVPD.

Properties
gap between HOMO and LUMO = 0.365 Eh
electronic energy = -9213.170 eV
LUMO = 0.86 eV
energy above the lowest of the compared OMol25 structures with the same formula, charge and spin = 2.0529 eV

```
10
Properties=species:S:1:pos:R:3:nbo_charge:R:1
N -2.21938 0.37413 0.22603 -0.805
C -1.16799 -0.41229 0.03482 0.295
O -0.05606 0.22013 0.50819 -0.573
C 1.09228 -0.55309 0.27876 0.899
O 1.22881 -1.66320 0.70702 -0.568
N 2.01862 0.15707 -0.44017 -0.837
H -3.09381 -0.00068 -0.10954 0.403
H -2.24049 1.29688 0.66067 0.384
H 2.72084 -0.39197 -0.91656 0.405
H 1.71717 0.97300 -0.94923 0.397
```